{
  "formula": "C28H25F5NO2Rh",
  "method": "ωB97M-V/def2-TZVPD",
  "orbital_gap_ev": [5.55, 4.54],
  "max_force_ha_per_bohr": 0.0589,
  "multiplicity": 5,
  "homo_ev": [-5.661, -7.493],
  "e_lumo_ha": [-0.0041, -0.1087],
  "elements": ["C", "C", "C", "H", "C", "C", "H", "C", "C", "C", "H", "C", "C", "H", "H", "H", "H", "H", "H", "Rh", "C", "C", "C", "H", "H", "H", "H", "H", "H", "C", "C", "H", "H", "O", "N", "C", "H", "C", "C", "H", "C", "H", "C", "H", "C", "H", "C", "H", "H", "H", "F", "C", "C", "F", "C", "F", "C", "O", "C", "F", "C", "F"],
  "positions_angstrom": [[2.00, -0.50, 1.60], [2.38, -1.10, 0.36], [2.17, -0.14, -0.68], [2.80, -2.10, 0.21], [1.66, 1.05, -0.06], [1.57, 0.83, 1.34], [1.42, 1.98, -0.56], [-0.99, -1.98, 2.42], [-0.03, -2.88, 1.91], [-0.13, -2.89, 0.47], [0.65, -3.49, 2.50], [-1.23, -1.98, 0.11], [-1.69, -1.37, 1.35], [2.40, -0.27, -1.74], [1.21, 1.55, 2.05], [2.05, -0.97, 2.57], [-2.53, -0.68, 1.40], [0.38, -3.55, -0.23], [-1.24, -1.84, 3.46], [0.34, -0.64, 0.19], [-1.85, -1.72, -1.25], [-3.35, -1.98, -1.22], [-1.17, -2.59, -2.30], [-3.55, -3.03, -0.98], [-3.76, -1.75, -2.21], [-3.86, -1.36, -0.47], [-1.29, -3.65, -2.04], [-0.10, -2.37, -2.37], [-1.63, -2.40, -3.27], [-1.52, -0.19, -1.50], [-1.93, 0.36, -2.85], [-0.41, -0.02, -1.45], [-2.01, 0.43, -0.73], [-2.74, -0.26, -3.53], [-1.40, 1.53, -3.30], [-0.21, 2.25, -2.85], [-1.88, 1.91, -4.11], [1.10, 1.65, -3.35], [2.31, 2.31, -3.08], [2.27, 3.28, -2.56], [3.53, 1.74, -3.43], [4.46, 2.25, -3.17], [3.55, 0.51, -4.11], [4.51, 0.07, -4.40], [2.35, -0.11, -4.47], [2.35, -1.04, -5.05], [1.13, 0.47, -4.11], [0.19, 0.02, -4.43], [-0.20, 2.33, -1.75], [-0.28, 3.28, -3.24], [-0.54, 2.20, 8.06], [-0.59, 1.90, 6.76], [-1.28, 2.74, 5.88], [-1.87, 3.86, 6.35], [-1.35, 2.43, 4.54], [-1.99, 3.24, 3.68], [-0.75, 1.24, 4.01], [-0.87, 0.92, 2.79], [0.00, 0.45, 4.95], [0.66, -0.65, 4.49], [0.05, 0.75, 6.28], [0.72, -0.06, 7.14]]
}

{
  "formula": "C28H25N8O2STc",
  "method": "ωB97M-V/def2-TZVPD",
  "orbital_gap_ev": [6.04, 6.41],
  "total_charge": 1,
  "max_force_ha_per_bohr": 0.0061,
  "multiplicity": 4,
  "homo_ev": [-10.236, -10.542],
  "e_lumo_ha": [-0.1543, -0.1517],
  "elements": ["Tc", "O", "C", "N", "C", "C", "C", "C", "C", "C", "N", "C", "O", "C", "C", "C", "C", "C", "N", "C", "C", "C", "C", "C", "N", "H", "H", "H", "H", "H", "H", "H", "H", "H", "H", "H", "H", "C", "C", "C", "C", "N", "C", "S", "N", "H", "H", "H", "H", "H", "C", "C", "C", "C", "N", "N", "C", "H", "H", "H", "H", "H", "H", "H", "H"],
  "positions_angstrom": [[0.79, 0.22, -0.09], [-2.96, -1.37, -0.61], [-2.02, -0.65, -0.86], [-0.70, -1.00, -0.64], [-0.35, -2.38, -0.62], [-1.03, -3.38, -1.30], [-0.54, -4.67, -1.27], [0.62, -4.96, -0.57], [1.32, -3.97, 0.10], [0.83, -2.67, 0.07], [1.41, -1.52, 0.65], [2.41, -1.59, 1.58], [2.98, -2.59, 1.97], [2.77, -0.25, 2.16], [3.71, -0.16, 3.17], [3.99, 1.09, 3.69], [3.33, 2.19, 3.18], [2.42, 2.02, 2.16], [2.13, 0.81, 1.66], [-2.24, 0.68, -1.52], [-3.52, 1.12, -1.80], [-3.66, 2.31, -2.50], [-2.52, 2.99, -2.90], [-1.28, 2.47, -2.56], [-1.15, 1.33, -1.88], [-1.94, -3.15, -1.84], [-1.07, -5.45, -1.79], [1.00, -5.98, -0.55], [2.23, -4.20, 0.63], [4.18, -1.07, 3.51], [4.72, 1.19, 4.49], [3.52, 3.19, 3.57], [1.90, 2.87, 1.74], [-4.37, 0.53, -1.47], [-4.64, 2.69, -2.74], [-2.58, 3.91, -3.46], [-0.36, 2.98, -2.84], [5.73, 2.10, 0.12], [5.15, 0.84, -0.45], [5.84, -0.36, -0.44], [5.22, -1.46, -1.02], [4.00, -1.40, -1.54], [3.41, -0.22, -1.49], [1.74, -0.11, -2.12], [3.93, 0.91, -1.00], [6.52, 2.48, -0.53], [6.17, 1.91, 1.10], [4.96, 2.86, 0.21], [6.82, -0.44, 0.00], [5.71, -2.42, -1.06], [2.80, 5.31, -1.32], [1.77, 4.38, -0.77], [0.59, 4.62, -0.09], [0.05, 3.36, 0.19], [0.86, 2.42, -0.29], [1.89, 3.05, -0.87], [-1.23, 3.01, 0.87], [2.56, 6.34, -1.04], [2.83, 5.26, -2.41], [3.79, 5.07, -0.94], [0.17, 5.58, 0.16], [2.70, 2.48, -1.16], [-1.44, 3.71, 1.68], [-1.20, 2.01, 1.30], [-2.07, 3.05, 0.17]]
}

{
  "formula": "C28H26AuBrN4O4",
  "method": "ωB97M-V/def2-TZVPD",
  "orbital_gap_ev": [4.27, 3.81],
  "total_charge": 2,
  "max_force_ha_per_bohr": 0.0470,
  "multiplicity": 1,
  "homo_ev": [-13.275, -13.207],
  "e_lumo_ha": [-0.3311, -0.3455],
  "e_above_lowest_kcal_mol": 13.0,
  "elements": ["Au", "O", "C", "C", "C", "C", "C", "C", "C", "O", "N", "N", "C", "C", "Br", "C", "C", "C", "C", "C", "C", "C", "H", "H", "H", "H", "H", "H", "H", "H", "H", "H", "H", "H", "H", "H", "O", "C", "C", "C", "C", "N", "C", "C", "C", "C", "C", "C", "O", "C", "C", "N", "H", "H", "H", "H", "H", "H", "H", "H", "H", "H", "H", "H"],
  "positions_angstrom": [[0.10, -0.61, 0.39], [-1.90, 0.74, 3.09], [-3.02, 0.16, 2.63], [-4.18, 0.96, 2.62], [-5.36, 0.45, 2.14], [-5.41, -0.85, 1.64], [-4.27, -1.64, 1.66], [-3.08, -1.16, 2.17], [-1.85, -2.09, 2.06], [-1.40, -2.14, 0.81], [-0.77, -1.75, 3.04], [0.40, -1.47, 2.47], [1.54, -1.89, 2.88], [2.77, -1.59, 2.21], [2.78, -0.01, 1.11], [3.82, -2.44, 2.20], [5.07, -2.25, 1.50], [5.76, -1.03, 1.53], [6.93, -0.88, 0.81], [7.42, -1.93, 0.05], [6.75, -3.15, 0.03], [5.60, -3.32, 0.77], [-1.24, 0.05, 3.30], [-4.09, 1.95, 3.02], [-6.26, 1.05, 2.17], [-6.34, -1.25, 1.26], [-4.31, -2.65, 1.27], [-2.21, -3.10, 2.35], [-0.76, -2.33, 3.88], [1.61, -2.56, 3.74], [3.69, -3.38, 2.72], [5.41, -0.23, 2.16], [7.47, 0.05, 0.86], [8.32, -1.80, -0.53], [7.15, -3.97, -0.56], [5.07, -4.26, 0.74], [-1.33, 1.17, -6.14], [-0.29, 0.24, -5.93], [-0.11, 0.03, -4.46], [0.63, -1.03, -3.95], [0.71, -1.18, -2.58], [0.14, -0.32, -1.74], [-0.53, 0.74, -2.20], [-0.68, 0.93, -3.57], [-1.00, 1.70, -1.20], [-1.93, 2.70, -1.45], [-2.28, 3.59, -0.44], [-3.39, 4.60, -0.64], [-3.31, 5.70, 0.20], [-1.60, 3.51, 0.77], [-0.70, 2.47, 0.96], [-0.45, 1.58, 0.02], [-1.51, 1.25, -7.09], [0.67, 0.62, -6.32], [-0.50, -0.72, -6.43], [1.12, -1.74, -4.60], [1.25, -2.00, -2.14], [-1.21, 1.78, -3.97], [-2.40, 2.77, -2.42], [-4.32, 4.09, -0.38], [-3.45, 4.87, -1.70], [-2.77, 6.40, -0.19], [-1.81, 4.21, 1.56], [-0.16, 2.36, 1.89]]
}

{
  "formula": "C28H26BBr2ClF3O12",
  "method": "ωB97M-V/def2-TZVPD",
  "orbital_gap_ev": 4.94,
  "total_charge": -1,
  "max_force_ha_per_bohr": 0.0277,
  "multiplicity": 1,
  "homo_ev": -5.345,
  "e_lumo_ha": -0.0150,
  "elements": ["C", "C", "C", "B", "C", "C", "C", "F", "Br", "C", "F", "F", "Br", "C", "Cl", "C", "C", "H", "H", "H", "H", "H", "H", "H", "H", "H", "H", "H", "H", "H", "H", "C", "C", "C", "O", "C", "C", "C", "O", "O", "O", "H", "H", "H", "H", "C", "C", "C", "O", "C", "C", "C", "O", "O", "O", "H", "H", "H", "H", "C", "C", "C", "O", "C", "C", "C", "O", "O", "O", "H", "H", "H", "H"],
  "positions_angstrom": [[4.97, 0.34, 2.70], [4.54, 0.41, 1.57], [4.21, 0.67, 0.13], [3.86, 2.26, -0.22], [4.71, 3.25, 0.77], [4.79, 4.71, 0.29], [5.57, 5.70, 1.16], [6.11, 6.65, 0.33], [7.07, 4.93, 2.15], [4.70, 6.51, 2.16], [3.98, 7.42, 1.51], [5.51, 7.22, 2.98], [3.55, 5.45, 3.30], [2.24, 2.49, -0.22], [1.78, 3.87, -1.35], [1.59, 2.62, 1.19], [0.63, 3.82, 1.39], [5.43, -0.08, 3.56], [5.08, 0.38, -0.47], [3.37, 0.01, -0.11], [4.27, 2.47, -1.35], [4.39, 3.24, 1.82], [5.74, 2.86, 0.78], [5.27, 4.72, -0.70], [3.79, 5.15, 0.15], [1.79, 1.60, -0.68], [2.31, 2.65, 2.01], [0.98, 1.72, 1.36], [-0.09, 3.95, 0.58], [0.04, 3.61, 2.30], [1.20, 4.72, 1.61], [-3.49, -0.34, 4.42], [-2.84, 0.59, 3.71], [-1.48, 0.33, 3.14], [-0.95, 1.21, 2.48], [-0.87, -0.97, 3.38], [-1.52, -1.89, 4.09], [-2.89, -1.64, 4.65], [-3.44, -2.53, 5.27], [-1.00, -3.10, 4.35], [-3.35, 1.80, 3.47], [-4.47, -0.16, 4.84], [0.12, -1.14, 2.97], [-1.68, -3.57, 4.87], [-2.68, 2.27, 2.94], [-4.80, -3.88, 1.50], [-4.76, -4.95, 0.71], [-4.05, -4.92, -0.62], [-4.04, -5.94, -1.28], [-3.42, -3.68, -1.03], [-3.46, -2.61, -0.24], [-4.14, -2.64, 1.10], [-4.13, -1.64, 1.79], [-2.89, -1.45, -0.58], [-5.34, -6.11, 1.03], [-5.30, -3.89, 2.46], [-2.92, -3.67, -2.00], [-3.06, -0.84, 0.16], [-5.16, -6.71, 0.29], [-0.67, -2.25, -6.65], [-0.91, -2.53, -5.36], [-2.06, -3.41, -4.95], [-2.22, -3.65, -3.77], [-2.94, -3.93, -5.99], [-2.70, -3.64, -7.27], [-1.54, -2.79, -7.69], [-1.37, -2.58, -8.87], [-3.47, -4.09, -8.26], [-0.15, -2.06, -4.38], [0.15, -1.63, -6.96], [-3.77, -4.54, -5.68], [-3.08, -3.74, -9.08], [-0.53, -2.40, -3.55]]
}

{
  "formula": "C28H26BeN7O3S",
  "method": "ωB97M-V/def2-TZVPD",
  "orbital_gap_ev": 5.12,
  "total_charge": 1,
  "max_force_ha_per_bohr": 0.0645,
  "multiplicity": 1,
  "homo_ev": -9.131,
  "e_lumo_ha": -0.1476,
  "elements": ["Be", "C", "C", "C", "C", "C", "C", "C", "N", "N", "C", "C", "C", "C", "C", "C", "N", "C", "C", "C", "C", "C", "C", "N", "H", "H", "H", "H", "H", "H", "H", "H", "H", "H", "H", "H", "H", "H", "H", "H", "H", "H", "H", "H", "O", "S", "O", "O", "C", "N", "C", "C", "C", "N", "C", "C", "C", "N", "C", "C", "H", "H", "H", "H", "H", "H"],
  "positions_angstrom": [[-1.05, -1.39, 0.11], [-3.28, 0.29, 0.82], [-2.87, 0.40, 2.29], [-1.42, 0.75, 2.47], [-0.92, 2.02, 2.18], [0.41, 2.29, 2.45], [1.19, 1.28, 3.00], [0.61, 0.04, 3.23], [-0.66, -0.22, 2.96], [-2.78, -0.93, 0.14], [-3.17, -0.82, -1.29], [-2.02, -1.21, -2.17], [-1.93, -0.83, -3.50], [-0.81, -1.19, -4.23], [0.16, -1.98, -3.61], [-0.01, -2.32, -2.29], [-1.06, -1.91, -1.56], [-3.35, -2.14, 0.76], [-2.34, -2.85, 1.60], [-2.69, -3.75, 2.60], [-1.70, -4.49, 3.23], [-0.39, -4.33, 2.80], [-0.12, -3.40, 1.82], [-1.07, -2.66, 1.23], [-2.88, 1.15, 0.30], [-4.37, 0.31, 0.75], [-3.05, -0.53, 2.82], [-3.47, 1.19, 2.74], [-1.57, 2.79, 1.78], [0.82, 3.27, 2.27], [2.23, 1.46, 3.24], [1.17, -0.77, 3.67], [-3.47, 0.20, -1.53], [-4.03, -1.46, -1.50], [-2.71, -0.25, -3.96], [-0.70, -0.86, -5.25], [1.03, -2.31, -4.15], [0.72, -2.92, -1.76], [-3.62, -2.86, -0.03], [-4.26, -1.91, 1.32], [-3.73, -3.86, 2.88], [-1.95, -5.20, 4.00], [0.41, -4.92, 3.21], [0.89, -3.25, 1.46], [3.62, 5.30, -4.23], [3.18, 5.62, -2.89], [1.78, 5.40, -2.62], [3.79, 6.75, -2.23], [3.99, 4.16, -2.02], [5.27, 3.94, -2.19], [5.73, 2.81, -1.66], [4.87, 1.82, -1.22], [3.51, 2.15, -1.13], [3.12, 3.41, -1.43], [2.43, 1.29, -0.72], [1.11, 1.67, -1.05], [0.06, 0.88, -0.68], [0.20, -0.26, 0.04], [1.46, -0.58, 0.42], [2.57, 0.15, 0.08], [6.80, 2.68, -1.67], [5.22, 0.83, -1.01], [0.96, 2.59, -1.60], [-0.95, 1.14, -0.95], [1.55, -1.45, 1.05], [3.54, -0.17, 0.42]]
}

{
  "formula": "C28H26BrN4O7S9Yb",
  "method": "ωB97M-V/def2-TZVPD",
  "orbital_gap_ev": 6.02,
  "total_charge": -2,
  "max_force_ha_per_bohr": 0.0291,
  "multiplicity": 2,
  "homo_ev": -2.341,
  "e_lumo_ha": 0.1353,
  "e_above_lowest_kcal_mol": 14.4,
  "elements": ["Yb", "O", "S", "O", "O", "C", "C", "C", "C", "C", "C", "S", "O", "O", "O", "H", "H", "H", "H", "C", "C", "N", "C", "C", "C", "S", "N", "C", "O", "C", "C", "C", "C", "C", "C", "H", "H", "H", "H", "H", "H", "H", "H", "H", "H", "H", "H", "H", "H", "H", "S", "C", "N", "Br", "C", "C", "C", "C", "N", "C", "H", "H", "H", "H", "C", "S", "C", "C", "S", "S", "C", "S", "S", "H", "H", "H"],
  "positions_angstrom": [[-0.17, 0.31, -0.19], [2.14, 3.53, -1.48], [0.95, 2.81, -1.14], [0.65, 1.63, -1.97], [0.81, 2.39, 0.27], [-0.40, 3.98, -1.41], [-0.01, 5.26, -1.78], [-0.96, 6.25, -1.99], [-2.30, 5.97, -1.84], [-2.70, 4.70, -1.47], [-1.77, 3.69, -1.25], [-2.43, 2.10, -0.76], [-1.89, 1.14, -1.72], [-3.86, 2.25, -0.77], [-1.82, 1.80, 0.54], [1.04, 5.45, -1.89], [-0.63, 7.25, -2.28], [-3.04, 6.75, -2.01], [-3.75, 4.45, -1.35], [-4.98, -3.02, 1.61], [-4.61, -3.30, 0.16], [-3.25, -3.80, 0.02], [-3.07, -5.24, 0.12], [-2.94, -5.91, -1.24], [-2.17, -2.97, -0.07], [-2.47, -1.29, -0.09], [-1.01, -3.64, -0.14], [0.18, -3.05, -0.16], [0.46, -1.84, -0.15], [1.35, -4.00, -0.20], [2.64, -3.48, -0.15], [3.74, -4.33, -0.20], [3.55, -5.71, -0.29], [2.27, -6.23, -0.33], [1.17, -5.38, -0.28], [-6.00, -2.63, 1.68], [-4.30, -2.28, 2.03], [-4.91, -3.93, 2.22], [-4.72, -2.40, -0.43], [-5.27, -4.07, -0.26], [-3.95, -5.63, 0.65], [-2.19, -5.45, 0.73], [-3.80, -5.68, -1.87], [-2.86, -6.99, -1.14], [-2.04, -5.54, -1.74], [2.77, -2.41, -0.07], [4.74, -3.92, -0.16], [4.41, -6.37, -0.32], [2.12, -7.30, -0.39], [0.16, -5.77, -0.31], [-1.52, -1.16, 4.26], [-0.72, -0.55, 2.97], [-0.14, -0.11, 2.05], [-2.72, 0.25, -5.76], [-1.14, -0.29, -4.86], [0.11, -0.04, -5.41], [1.22, -0.44, -4.70], [1.04, -1.05, -3.47], [-0.16, -1.27, -2.93], [-1.24, -0.90, -3.62], [0.19, 0.46, -6.36], [2.22, -0.26, -5.07], [1.89, -1.34, -2.86], [-2.20, -1.09, -3.16], [3.37, 1.68, 2.63], [4.10, 0.03, 2.77], [4.99, -0.06, 1.27], [4.43, -0.07, 0.02], [2.80, 0.07, -0.44], [5.63, -0.22, -1.26], [7.06, -0.33, -0.31], [8.59, -0.54, -0.95], [6.73, -0.19, 1.35], [2.83, 1.86, 3.57], [2.66, 1.71, 1.80], [4.14, 2.43, 2.50]]
}

{
  "formula": "C28H26BrN4O7S9Yb",
  "method": "ωB97M-V/def2-TZVPD",
  "orbital_gap_ev": [6.50, 6.50],
  "total_charge": -2,
  "max_force_ha_per_bohr": 0.0320,
  "multiplicity": 2,
  "homo_ev": [-2.604, -2.605],
  "e_lumo_ha": [0.1431, 0.1431],
  "e_above_lowest_kcal_mol": 14.3,
  "elements": ["Yb", "O", "S", "O", "O", "C", "C", "C", "C", "C", "C", "S", "O", "O", "O", "H", "H", "H", "H", "C", "C", "N", "C", "C", "C", "S", "N", "C", "O", "C", "C", "C", "C", "C", "C", "H", "H", "H", "H", "H", "H", "H", "H", "H", "H", "H", "H", "H", "H", "H", "S", "C", "N", "Br", "C", "C", "C", "C", "N", "C", "H", "H", "H", "H", "C", "S", "C", "C", "S", "S", "C", "S", "S", "H", "H", "H"],
  "positions_angstrom": [[-0.20, 0.78, -0.54], [0.55, 0.11, -2.67], [1.86, 0.78, -2.64], [2.95, 0.05, -3.22], [2.07, 1.27, -1.27], [1.64, 2.21, -3.71], [2.62, 2.39, -4.68], [2.50, 3.40, -5.63], [1.39, 4.23, -5.62], [0.42, 4.07, -4.64], [0.53, 3.08, -3.68], [-0.78, 3.02, -2.46], [-1.48, 4.27, -2.58], [-1.54, 1.81, -2.68], [-0.05, 2.87, -1.16], [3.46, 1.72, -4.69], [3.27, 3.53, -6.37], [1.29, 5.01, -6.36], [-0.44, 4.73, -4.59], [-4.31, -1.48, 2.09], [-3.29, -2.56, 2.41], [-2.44, -2.90, 1.28], [-2.90, -3.99, 0.43], [-2.50, -5.36, 0.99], [-1.26, -2.28, 1.05], [-0.82, -0.91, 1.96], [-0.49, -2.91, 0.13], [0.61, -2.36, -0.36], [0.97, -1.16, -0.32], [1.53, -3.33, -1.06], [1.26, -4.69, -1.09], [2.12, -5.56, -1.74], [3.27, -5.08, -2.36], [3.54, -3.72, -2.32], [2.68, -2.85, -1.67], [-4.99, -1.34, 2.94], [-4.92, -1.73, 1.22], [-3.81, -0.54, 1.88], [-3.79, -3.49, 2.70], [-2.66, -2.24, 3.23], [-2.48, -3.86, -0.56], [-3.98, -3.90, 0.35], [-1.42, -5.40, 1.12], [-2.80, -6.15, 0.29], [-2.98, -5.56, 1.95], [0.36, -5.05, -0.61], [1.90, -6.63, -1.75], [3.94, -5.76, -2.86], [4.43, -3.33, -2.80], [2.89, -1.79, -1.65], [-4.97, 1.36, -0.46], [-3.48, 0.67, -0.57], [-2.42, 0.18, -0.60], [-2.34, 6.68, 1.27], [-2.18, 4.88, 1.86], [-2.27, 4.58, 3.21], [-2.16, 3.25, 3.57], [-1.95, 2.30, 2.58], [-1.85, 2.60, 1.28], [-1.97, 3.88, 0.93], [-2.41, 5.36, 3.94], [-2.22, 2.94, 4.60], [-1.86, 1.25, 2.82], [-1.91, 4.12, -0.12], [1.55, 1.31, 5.20], [2.15, -0.15, 4.33], [3.14, 0.59, 3.08], [2.75, 1.39, 2.06], [1.17, 2.04, 1.71], [4.08, 1.92, 1.05], [5.38, 1.16, 1.85], [6.98, 1.27, 1.38], [4.85, 0.25, 3.20], [0.79, 0.95, 5.90], [1.09, 2.00, 4.49], [2.34, 1.81, 5.76]]
}